92
Properties=species:S:1:pos:R:3:lowdin_charge:R:1 method="wB97M-V/def2-TZVPD" orbital_gap_ev=8.417 e_homo_ev=-7.86 e_above_lowest_kj_mol=0.0 total_charge=0 lumo_energy_ev=0.6 smiles=c1cc[nH]c1.c1cc[nH]c1.c1cc[nH]c1.c1cc[nH]c1.c1cc[nH]c1.c1cc[nH]c1.c1cc[nH]c1.c1ccncc1.c1ccncc1 energy_ha=-1967.701637
N -1.72985 -0.94570 0.13855 0.054
C -0.58213 -0.55929 -0.49168 -0.189
C -0.54378 0.78357 -0.76103 -0.111
C -1.79632 1.25762 -0.23664 -0.111
C -2.50075 0.19740 0.24372 -0.128
H -2.00154 -1.89944 0.31823 0.094
H 0.14899 -1.32870 -0.69821 0.095
H 0.21407 1.30334 -1.31690 0.080
H -2.15663 2.27200 -0.31956 0.082
H -3.50329 0.08166 0.62558 0.106
N -4.13467 -2.67966 -1.13641 0.018
C -4.02251 -3.51870 -0.04858 -0.145
C -2.82007 -4.15425 -0.12244 -0.113
C -2.15650 -3.70106 -1.29222 -0.114
C -3.03538 -2.84859 -1.92872 -0.141
H -4.96564 -2.16721 -1.36055 0.143
H -4.84146 -3.56302 0.65121 0.110
H -2.40435 -4.79662 0.63784 0.091
H -1.11319 -3.82215 -1.51971 0.070
H -2.97274 -2.44811 -2.92740 0.110
N 1.71271 -3.67975 0.91126 0.029
C 1.40258 -4.15144 -0.33941 -0.139
C 0.56116 -5.23298 -0.16340 -0.137
C 0.37370 -5.41148 1.22625 -0.112
C 1.19010 -4.50095 1.86437 -0.137
H 2.16712 -2.78659 1.02578 0.104
H 1.81071 -3.66908 -1.21142 0.095
H 0.01679 -5.75498 -0.93327 0.092
H -0.29072 -6.14923 1.64539 0.093
H 1.34112 -4.28684 2.90794 0.104
N 0.76627 -0.08630 2.02614 0.026
C 1.92039 -0.44872 1.37899 -0.177
C 2.88790 -0.59095 2.34497 -0.103
C 2.23908 -0.48492 3.60829 -0.097
C 0.94852 -0.04779 3.38532 -0.144
H -0.04904 0.19596 1.50244 0.094
H 1.88405 -0.71143 0.33377 0.056
H 3.86113 -0.99231 2.10298 0.093
H 2.70328 -0.65777 4.56659 0.088
H 0.10872 0.18300 4.01501 0.112
N -2.44874 -3.84860 5.08833 -0.006
C -1.17366 -3.57227 4.70955 -0.132
C -1.21923 -2.87005 3.51115 -0.103
C -2.58749 -2.60966 3.26542 -0.116
C -3.33326 -3.21115 4.26585 -0.134
H -2.68844 -4.19347 5.99988 0.143
H -0.34115 -3.80758 5.35195 0.107
H -0.43448 -2.50819 2.87201 0.068
H -3.09247 -2.06605 2.48186 0.071
H -4.38505 -3.24519 4.49441 0.103
N -1.59522 4.38397 -1.75203 0.015
C -0.30495 4.50922 -1.29379 -0.138
C -0.32032 5.43515 -0.26860 -0.108
C -1.64199 5.94394 -0.17537 -0.106
C -2.41519 5.19374 -1.02967 -0.151
H -1.92481 3.64685 -2.35243 0.098
H 0.45236 3.78434 -1.53449 0.086
H 0.44520 5.80138 0.39647 0.093
H -1.99406 6.64482 0.56263 0.088
H -3.48819 5.14186 -1.11849 0.105
N 0.31644 2.63377 -5.19891 0.024
C -0.01527 1.53442 -4.43879 -0.130
C -1.33818 1.61556 -4.12774 -0.130
C -1.81168 2.84069 -4.60777 -0.144
C -0.77520 3.47129 -5.25570 -0.120
H 1.15869 2.76514 -5.72312 0.141
H 0.68242 0.74742 -4.20024 0.090
H -1.95169 0.84871 -3.68233 0.098
H -2.82523 3.20498 -4.53264 0.099
H -0.66390 4.43812 -5.71684 0.109
N 3.15342 4.10930 1.43807 0.052
C 2.20143 3.34238 0.85936 -0.158
C 1.10836 2.91719 1.58538 -0.090
C 1.11177 3.05839 2.96566 -0.084
C 2.08211 3.81635 3.56867 -0.066
C 3.08285 4.33539 2.75824 -0.155
H 2.10499 3.30391 -0.21721 0.083
H 0.22949 2.54893 1.07255 0.079
H 0.25320 2.63840 3.47728 0.103
H 2.01580 4.13849 4.60009 0.102
H 3.95835 4.90918 3.03350 0.098
N 2.50046 -0.48131 -1.80209 0.066
C 2.54814 -0.97370 -3.03390 -0.170
C 3.45138 -0.57542 -4.01798 -0.080
C 4.43790 0.33508 -3.69007 -0.069
C 4.37628 0.91264 -2.41481 -0.049
C 3.34164 0.53728 -1.56217 -0.135
H 1.93473 -1.84048 -3.25849 0.104
H 3.53054 -1.13540 -4.94092 0.104
H 5.17765 0.65955 -4.40885 0.105
H 5.11108 1.63675 -2.09408 0.105
H 3.36536 0.95540 -0.56181 0.091